No. 1
ORCA calculation (ωB97M-V/def2-TZVPD) on a molecular structure, C40H33BrN7O4Sn.

Structure (XYZ):
```
86
Properties=species:S:1:pos:R:3
Sn -0.59629 0.68742 -0.44499
C -0.69272 4.32645 -1.29899
C 0.76302 4.16762 -0.93982
C 1.74418 4.86750 -1.63134
C 3.07890 4.78110 -1.26096
C 3.42827 4.02272 -0.15725
C 2.47091 3.30591 0.55920
C 2.89329 2.53418 1.78218
C 1.13815 3.34016 0.13314
N 0.15357 2.49560 0.71838
C -0.49177 2.87786 1.83030
O -0.30124 3.89811 2.49426
C -1.56583 1.89828 2.25773
C -2.56253 2.26531 3.14237
C -3.56828 1.35010 3.41194
C -3.52923 0.09206 2.82488
C -2.47860 -0.21903 1.97932
N -1.52620 0.68285 1.71599
C -2.31979 -1.63509 1.43554
O -3.24376 -2.43500 1.64920
N -1.16940 -1.84883 0.79672
C -0.59929 -3.12033 0.78114
C -0.01882 -3.62947 -0.39799
C -0.14276 -2.88051 -1.69820
C 0.62864 -4.86074 -0.38904
C 0.73079 -5.61630 0.76783
C 0.18251 -5.11254 1.93754
C -0.46971 -3.88496 1.97161
C -1.01260 -3.39297 3.28403
H -0.80688 4.90250 -2.21934
H -1.21765 4.84970 -0.49512
H -1.20479 3.36920 -1.41081
H 1.45661 5.49572 -2.46878
H 3.83821 5.32022 -1.81532
H 4.46361 3.98233 0.16744
H 3.62663 3.10946 2.34927
H 3.35358 1.58104 1.51068
H 2.04521 2.32949 2.43200
H -2.53681 3.26099 3.56266
H -4.38696 1.61975 4.06782
H -4.28930 -0.65652 2.99913
H -1.06975 -3.15661 -2.20535
H 0.69016 -3.11353 -2.36576
H -0.17100 -1.80480 -1.53515
H 1.05422 -5.23454 -1.31695
H 1.22420 -6.58220 0.75609
H 0.26734 -5.68398 2.85793
H -0.55693 -3.94055 4.11108
H -2.09553 -3.52317 3.32890
H -0.81089 -2.32711 3.41702
C 3.11128 -2.10654 3.39269
C 3.75630 -2.45887 2.21083
C 3.40227 -1.85562 1.02121
C 2.38535 -0.89752 1.00559
C 1.72695 -0.56391 2.18450
C 2.10456 -1.15420 3.37806
N 1.97684 -0.21532 -0.17074
N 2.73370 -0.35521 -1.13512
C 2.42116 0.39956 -2.28622
C 3.09789 0.05795 -3.45123
C 2.83759 0.77564 -4.60487
C 1.92556 1.81830 -4.55319
C 1.30845 2.09428 -3.34226
N 1.54852 1.40266 -2.23544
H 3.39115 -2.58537 4.32346
H 4.53879 -3.20711 2.22357
H 3.88263 -2.12142 0.09062
H 0.93858 0.17667 2.14957
H 1.60394 -0.87686 4.29706
H 3.78835 -0.77505 -3.42677
H 3.33615 0.52791 -5.53277
H 1.69681 2.40791 -5.43151
H 0.59007 2.90364 -3.25110
Br -1.90209 -0.54607 -5.12622
C -3.09547 -0.70684 -3.63779
C -3.98033 -1.76850 -3.59437
C -4.82331 -1.83263 -2.49218
C -4.79189 -0.81848 -1.55179
C -3.86837 0.20561 -1.70660
N -3.00061 0.23359 -2.72910
C -3.84200 1.39429 -0.73815
O -4.94359 1.77223 -0.33466
O -2.69914 1.90424 -0.47183
H -3.99753 -2.51042 -4.37982
H -5.50557 -2.66765 -2.38178
H -5.44970 -0.80570 -0.69377
```

- Multiplicity: 1
- LUMO: 0.042 Ha
- Charge: -1
- Gap between HOMO and LUMO: 0.21402 hartree

=====

No. 2
ORCA calculation (ωB97M-V/def2-TZVPD) on a molecular structure, C23H24N4OPPdS at a distorted geometry.

Structure (XYZ):
```
55
Properties=species:S:1:pos:R:3
Pd -2.23044 0.22249 -0.44896
O -4.60404 -1.24408 -0.03720
N -3.35250 -1.30487 0.30815
C -2.96502 -2.32146 1.09818
C -1.62497 -2.74930 1.71369
C -1.63864 -3.92025 2.50430
C -0.47091 -4.41361 3.09817
C 0.74449 -3.75390 2.91544
C 0.79478 -2.59691 2.14173
C -0.37911 -2.10467 1.55965
P -0.38928 -0.66321 0.57230
C 0.08938 0.72568 1.59104
C 0.28602 1.96425 0.96523
C 0.66828 3.08122 1.71427
C 0.85371 2.96808 3.09431
C 0.65548 1.73797 3.72671
C 0.27367 0.61838 2.98064
C 0.47293 -1.27759 -0.86398
C -0.06718 -2.31164 -1.64216
C 0.62079 -2.77204 -2.76925
C 1.84770 -2.20179 -3.12192
C 2.38770 -1.17002 -2.34800
C 1.70185 -0.70775 -1.22044
H -5.27313 -1.88801 0.23754
H -3.75944 -3.01179 1.37509
H -2.56050 -4.46575 2.66446
H -0.50984 -5.31343 3.69851
H 1.64614 -4.14037 3.37275
H 1.73790 -2.08421 1.99801
H 0.14541 2.06502 -0.10399
H 0.82037 4.03440 1.22466
H 1.14904 3.83321 3.67377
H 0.79653 1.65196 4.79636
H 0.12184 -0.31867 3.49628
H -1.01686 -2.75914 -1.37753
H 0.20303 -3.57031 -3.36889
H 2.37939 -2.55876 -3.99448
H 3.33733 -0.72896 -2.62168
H 2.12898 0.09112 -0.62745
C 2.90783 3.04909 -2.56496
C 1.64365 2.76012 -3.35922
C 0.44870 2.64506 -2.47297
N 0.00568 1.51807 -1.95777
N -1.12157 1.71171 -1.18370
C -1.48970 2.97163 -1.13282
N -2.54310 3.43316 -0.43320
S -0.47892 4.02469 -2.03896
H 3.77309 3.09588 -3.23381
H 3.09544 2.26819 -1.82009
H 2.83675 4.00614 -2.03693
H 1.77213 1.81909 -3.90731
H 1.49294 3.54260 -4.11208
H -2.91152 2.80398 0.27194
H -2.54461 4.40867 -0.16307
H -1.90769 -0.69936 -1.83033
```

- Multiplicity: 3
- LUMO (alpha / beta): -0.110 / -0.128 Ha
- Charge: +1
- ⟨S²⟩: 2.0108
- Gap between HOMO and LUMO (alpha / beta): 0.23001 / 0.29122 hartree

=====

No. 3
ORCA calculation (ωB97M-V/def2-TZVPD) on 4 unconnected molecules or ions with the total composition C23H31F2N6O5PS at a distorted geometry.

Structure (XYZ):
```
69
Properties=species:S:1:pos:R:3
N 1.86265 1.58434 0.80236
P 2.79495 0.59916 0.02161
C 2.27217 0.22598 -1.65878
C 2.77524 0.98369 -2.71090
C 2.32605 0.76670 -4.00662
C 1.37164 -0.20467 -4.25830
C 0.86920 -0.97693 -3.21497
C 1.33064 -0.77506 -1.91592
S 0.66222 -1.79819 -0.63950
C -1.00305 -1.85544 -1.20885
C -2.06903 -1.83767 -0.32471
C -3.36792 -1.91343 -0.80872
C -3.59666 -1.99028 -2.17330
C -2.52386 -2.02069 -3.05234
N -2.68672 -2.08689 -4.49890
C -3.03400 -0.82646 -5.05394
O -2.27855 0.02646 -5.35769
F -4.37094 -0.70356 -5.16147
C -3.37144 -3.16452 -5.08757
O -3.36868 -3.40402 -6.24342
F -4.01117 -3.92057 -4.18909
C -1.21425 -1.94884 -2.58383
N -0.11182 -1.96460 -3.44470
H 1.52140 1.16402 1.66029
H 4.09148 1.08486 -0.22960
H 2.95322 -0.65710 0.62651
H 3.50058 1.76275 -2.52301
H 2.70294 1.35268 -4.83100
H 0.99533 -0.35689 -5.26051
H -1.88168 -1.77916 0.73622
H -4.19995 -1.90009 -0.12255
H -4.60711 -2.02704 -2.54991
H -0.40096 -1.97429 -4.41343
C 2.38100 -6.29938 1.03283
N 1.29684 -5.38621 1.33384
C 0.03166 -5.38966 0.84055
C -0.32667 -6.47068 -0.15224
O -0.77400 -4.54271 1.19165
H 2.71818 -6.81003 1.93631
H 3.22956 -5.76272 0.60532
H 2.05438 -7.04705 0.31832
H 1.47108 -4.63840 1.98676
H -1.36201 -6.32704 -0.44418
H 0.30481 -6.40874 -1.03924
H -0.21617 -7.46131 0.28994
C 0.93653 4.69504 5.63837
N 1.11483 3.29200 5.29586
C 1.98893 2.74019 4.41184
C 2.90024 3.67975 3.65568
O 2.02414 1.53009 4.24470
H 1.13402 4.85463 6.70054
H -0.07818 5.02286 5.42055
H 1.61255 5.31355 5.06135
H 0.53809 2.61163 5.76555
H 3.51740 3.08300 2.99268
H 2.32659 4.38815 3.05620
H 3.53641 4.24010 4.34210
C -1.33818 3.26650 1.38908
N -0.73068 4.29602 2.21150
C -0.93224 5.63404 2.19055
C -1.92843 6.16530 1.18564
O -0.32667 6.37596 2.95228
H -1.86182 2.54828 2.02292
H -0.55798 2.74262 0.83284
H -2.04825 3.69160 0.68722
H -0.05242 3.99674 2.89614
H -1.97324 7.24428 1.29305
H -1.62204 5.91984 0.16846
H -2.92018 5.74752 1.36163
```

- Multiplicity: 1
- LUMO: 0.014 Ha
- Structure (SMILES): N=[PH2]c1cccc2c1Sc1cccc(N(C(=O)F)C(=O)F)c1N2.CNC(C)=O.CNC(C)=O.CNC(C)=O
- Gap between HOMO and LUMO: 0.31553 hartree

=====

No. 4
ORCA calculation (ωB97M-V/def2-TZVPD) on a molecular structure, C3H3N2OS at a distorted geometry.

Structure (XYZ):
```
10
Properties=species:S:1:pos:R:3
C 0.71773 0.26833 0.99868
C -1.11276 0.25839 -0.56470
C -0.25521 -0.86907 -1.05819
N -0.44465 0.89121 0.48129
N 1.24677 -0.58429 0.19604
O -2.14611 0.57012 -1.09474
S -0.12653 -2.00939 -2.06603
H 0.95484 0.76541 1.97814
H -0.94211 1.72540 0.73952
H 2.10802 -1.01611 0.38998
```

- Multiplicity: 1
- LUMO: -0.245 Ha
- Charge: +1
- Relative energy (zero: lowest compared OMol25 entry of this formula, charge and spin): 174.0 kJ/mol
- Gap between HOMO and LUMO: 0.31614 hartree

=====

Number 1: molar mass 874.4 g mol⁻¹. Number 2: molar mass 541.9 g mol⁻¹. Number 3: molar mass 572.6 g mol⁻¹. Number 4: molar mass 115.1 g mol⁻¹.